# 1
Density functional theory data (the ωB97M-V functional and the def2-TZVPD basis) for a 2-piece molecular cluster, C12H15FI2NO2 overall.

Each atom is followed by the atoms it is bonded to, with distances in Å.
Positions of all 33 atoms, in Å:
1 C -0.4366 3.4402 -2.5498  C2 1.655, H11 1.193, H12 1.170, H13 1.188
2 C 0.2847 2.2451 -1.6601  C1 1.655, I3 2.232, C4 1.496
3 I 2.1789 2.8579 -0.6504  C2 2.232
4 C -0.2228 0.8440 -1.5307  C2 1.496, I5 2.232, N6 1.512
5 I -2.1121 0.2907 -2.5829  C4 2.232
6 N 0.4295 -0.2741 -0.7489  C4 1.512, C7 1.543, H14 1.043, H15 1.064
7 C 0.9727 -1.4102 -1.6409  N6 1.543, C8 1.645, H16 1.194, H17 1.175
8 C 2.2161 -0.8796 -2.5789  C7 1.645, C9 1.657, F10 1.483, H18 1.182
9 C 2.8971 -2.1747 -3.3563  C8 1.657, H19 1.172, H20 1.172, H21 1.181
10 F 3.2744 -0.2306 -1.7685  C8 1.483
11 H -0.2444 4.4814 -1.9991  C1 1.193
12 H -1.5933 3.3147 -2.6737  C1 1.170
13 H 0.1488 3.5326 -3.5797  C1 1.188
14 H 1.1548 0.0247 -0.0612  N6 1.043
15 H -0.3410 -0.7351 -0.1775  N6 1.064
16 H 1.3412 -2.3073 -0.9447  C7 1.194
17 H 0.1479 -1.8649 -2.3440  C7 1.175
18 H 1.7415 -0.1680 -3.3947  C8 1.182
19 H 2.8114 -2.1235 -4.5237  C9 1.172
20 H 2.4512 -3.1570 -2.8992  C9 1.172
21 H 4.0512 -2.1842 -3.1053  C9 1.181
22 C -2.0498 0.1023 2.3901  C23 1.337, C28 1.476, H30 1.083
23 C -3.0336 0.1861 3.2909  C22 1.337, C24 1.476, H31 1.083
24 C -2.8189 -0.2044 4.6982  C23 1.476, O25 1.223, C26 1.476
25 O -3.7194 -0.1299 5.5230  C24 1.223
26 C -1.4754 -0.6894 5.0717  C24 1.476, C27 1.337, H32 1.083
27 C -0.4916 -0.7732 4.1708  C26 1.337, C28 1.476, H33 1.083
28 C -0.7063 -0.3826 2.7635  C22 1.476, C27 1.476, O29 1.223
29 O 0.1942 -0.4571 1.9387  C28 1.223
30 H -2.1907 0.3841 1.3537  C22 1.083
31 H -4.0244 0.5405 3.0329  C23 1.083
32 H -1.3345 -0.9711 6.1080  C26 1.083
33 H 0.4992 -1.1276 4.4289  C27 1.083

Kohn-Sham gap, eV: 8.01
Net charge: +1

***

# 2
Density functional theory data (the ωB97M-V functional and the def2-TZVPD basis) for a 7-piece molecular cluster, C42H35N7O14 overall.

Each atom is followed by the atoms it is bonded to, with distances in Å.
Positions of all 98 atoms, in Å:
1 C 0.4878 -7.9803 7.0325  C2 1.401, C6 1.407, H10 1.080
2 C -0.8514 -7.5757 6.9657  C1 1.401, C3 1.388, H11 1.080
3 C -1.3553 -6.6909 6.0228  C2 1.388, C4 1.434, H12 1.080
4 C -0.4219 -5.9789 5.1992  C3 1.434, C5 1.401, N7 1.473
5 C 0.9291 -6.3162 5.3557  C4 1.401, C6 1.416, H13 1.080
6 C 1.4276 -7.3231 6.2178  C1 1.407, C5 1.416, H14 1.080
7 N -0.8308 -4.9700 4.2073  C4 1.473, O8 1.227, O9 1.208
8 O -2.0218 -4.6920 4.1058  N7 1.227
9 O -0.0365 -4.2343 3.6718  N7 1.208
10 H 0.9280 -8.6189 7.7841  C1 1.080
11 H -1.4645 -8.1239 7.6656  C2 1.080
12 H -2.4256 -6.5531 5.9818  C3 1.080
13 H 1.6754 -5.6616 4.9304  C5 1.080
14 H 2.4828 -7.5516 6.2450  C6 1.080
15 C -0.2659 -2.9121 -6.5091  C16 1.424, C20 1.437, H24 1.080
16 C -0.8322 -2.3785 -5.3167  C15 1.424, C17 1.431, H25 1.080
17 C -0.6063 -3.0412 -4.0689  C16 1.431, C18 1.395, H26 1.080
18 C 0.1812 -4.1859 -3.9399  C17 1.395, C19 1.414, N21 1.554
19 C 0.6476 -4.7602 -5.1454  C18 1.414, C20 1.408, H27 1.080
20 C 0.4494 -4.1535 -6.4006  C15 1.437, C19 1.408, H28 1.080
21 N 0.4045 -4.9214 -2.5891  C18 1.554, O22 1.257, O23 1.254
22 O -0.0646 -4.5063 -1.4992  N21 1.257
23 O 1.1125 -5.9550 -2.5445  N21 1.254
24 H -0.4972 -2.3967 -7.4296  C15 1.080
25 H -1.4961 -1.5277 -5.3587  C16 1.080
26 H -1.0093 -2.6701 -3.1382  C17 1.080
27 H 1.1929 -5.6864 -5.0401  C19 1.080
28 H 0.8977 -4.6312 -7.2592  C20 1.080
29 C -0.2540 -1.2843 -0.3351  C30 1.375, C34 1.375, H38 1.080
30 C -0.5969 -1.7708 0.9049  C29 1.375, C31 1.415, H39 1.080
31 C -1.0951 -0.9399 1.9363  C30 1.415, C32 1.430, H40 1.080
32 C -1.2605 0.4531 1.6602  C31 1.430, C33 1.412, N35 1.463
33 C -1.0637 0.8697 0.3260  C32 1.412, C34 1.407, H41 1.080
34 C -0.5159 0.0264 -0.6586  C29 1.375, C33 1.407, H42 1.080
35 N -1.7659 1.4164 2.6382  C32 1.463, O36 1.185, O37 1.211
36 O -1.8822 1.0681 3.7646  N35 1.185
37 O -2.2109 2.4586 2.2102  N35 1.211
38 H 0.1631 -1.9287 -1.0949  C29 1.080
39 H -0.5067 -2.8220 1.1354  C30 1.080
40 H -1.3446 -1.4224 2.8697  C31 1.080
41 H -1.1887 1.8979 0.0203  C33 1.080
42 H -0.1944 0.3784 -1.6277  C34 1.080
43 C -0.1303 5.3677 1.0721  C44 1.393, C48 1.401, H52 1.080
44 C -1.0500 5.8624 0.1508  C43 1.393, C45 1.413, H53 1.080
45 C -0.7312 6.8722 -0.7854  C44 1.413, C46 1.379, H54 1.080
46 C 0.5493 7.3651 -0.9268  C45 1.379, C47 1.433, N49 1.464
47 C 1.4607 6.9405 0.0948  C46 1.433, C48 1.441, H55 1.080
48 C 1.1681 5.8942 1.0414  C43 1.401, C47 1.441, H56 1.080
49 N 0.9599 8.2888 -1.9854  C46 1.464, O50 1.234, O51 1.260
50 O 2.1128 8.7292 -1.9649  N49 1.234
51 O 0.0928 8.7858 -2.7523  N49 1.260
52 H -0.3794 4.5928 1.7820  C43 1.080
53 H -2.0398 5.4314 0.1812  C44 1.080
54 H -1.4457 7.2790 -1.4857  C45 1.080
55 H 2.4838 7.2796 0.0266  C47 1.080
56 H 1.9518 5.3901 1.5872  C48 1.080
57 C 3.5495 5.1015 -3.5367  C58 1.359, C62 1.405, H66 1.080
58 C 3.3967 3.9007 -4.1551  C57 1.359, C59 1.405, H67 1.080
59 C 3.1766 2.7618 -3.3630  C58 1.405, C60 1.387, H68 1.080
60 C 2.8782 2.8611 -2.0118  C59 1.387, C61 1.336, N63 1.492
61 C 3.0418 4.0518 -1.4288  C60 1.336, C62 1.393, H69 1.080
62 C 3.3674 5.2004 -2.1468  C57 1.405, C61 1.393, H70 1.080
63 N 2.4976 1.6418 -1.2412  C60 1.492, O64 1.223, O65 1.196
64 O 2.4163 0.5812 -1.8452  N63 1.223
65 O 2.3374 1.7901 -0.0655  N63 1.196
66 H 3.7611 5.9834 -4.1231  C57 1.080
67 H 3.4227 3.7124 -5.2182  C58 1.080
68 H 2.9438 1.8914 -3.9586  C59 1.080
69 H 2.9034 4.1413 -0.3615  C61 1.080
70 H 3.5801 6.1654 -1.7111  C62 1.080
71 C -0.4727 4.0000 -8.0695  C72 1.329, C76 1.401, H80 1.080
72 C -1.6755 3.6769 -7.6047  C71 1.329, C73 1.397, H81 1.080
73 C -1.7576 2.7466 -6.5654  C72 1.397, C74 1.406, H82 1.080
74 C -0.5743 2.1740 -6.0673  C73 1.406, C75 1.414, N77 1.490
75 C 0.6938 2.5568 -6.5606  C74 1.414, C76 1.356, H83 1.080
76 C 0.7213 3.5174 -7.5171  C71 1.401, C75 1.356, H84 1.080
77 N -0.6867 1.2527 -4.9015  C74 1.490, O78 1.225, O79 1.249
78 O -1.7880 0.9544 -4.4551  N77 1.225
79 O 0.3885 0.7671 -4.4924  N77 1.249
80 H -0.3322 4.5740 -8.9735  C71 1.080
81 H -2.5580 4.0681 -8.0889  C72 1.080
82 H -2.7132 2.5137 -6.1193  C73 1.080
83 H 1.6406 2.2823 -6.1196  C75 1.080
84 H 1.6661 3.9410 -7.8241  C76 1.080
85 C -0.3136 -2.0525 6.2455  C86 1.382, C90 1.371, H94 1.080
86 C -0.3373 -3.2088 7.0012  C85 1.382, C87 1.389, H95 1.080
87 C -1.3538 -3.5207 7.8949  C86 1.389, C88 1.415, H96 1.080
88 C -2.4970 -2.6888 7.9546  C87 1.415, C89 1.378, N91 1.495
89 C -2.4980 -1.5341 7.2020  C88 1.378, C90 1.423, H97 1.080
90 C -1.3975 -1.2200 6.3564  C85 1.371, C89 1.423, H98 1.080
91 N -3.7004 -3.0829 8.7502  C88 1.495, O92 1.226, O93 1.177
92 O -4.6326 -2.3745 9.1153  N91 1.226
93 O -3.7078 -4.2097 9.0887  N91 1.177
94 H 0.4460 -1.8821 5.4970  C85 1.080
95 H 0.5244 -3.8555 6.9259  C86 1.080
96 H -1.2893 -4.3608 8.5706  C87 1.080
97 H -3.4510 -1.0311 7.1297  C89 1.080
98 H -1.5399 -0.2702 5.8623  C90 1.080

Kohn-Sham gap (spin up / spin down), eV: 1.96 / 5.31
Expectation value of S²: 0.766
Net charge: -1
Spin multiplicity: 2
Energy relative to the best compared isomer or geometry (same formula, charge and spin), kcal per mole: 33.4

***

# 3
Density functional theory data (the ωB97M-V functional and the def2-TZVPD basis) for a 8-piece molecular cluster, C31H57NO10P overall.

Each atom is followed by the atoms it is bonded to, with distances in Å.
Positions of all 100 atoms, in Å:
1 C 8.6721 -2.9561 1.2071  C2 1.584, H16 1.116, H17 1.116, H18 1.129
2 C 9.4729 -1.8903 2.0618  C1 1.584, O3 1.195, O4 1.396
3 O 9.5699 -2.0505 3.2415  C2 1.195
4 O 9.9824 -0.8070 1.3429  C2 1.396, C5 1.433
5 C 9.2855 0.4136 1.6233  O4 1.433, C6 1.572, H19 1.123, H20 1.124
6 C 7.7561 0.4034 1.2601  C5 1.572, C7 1.589, H21 1.131, H22 1.123
7 C 7.4520 0.7839 -0.2525  C6 1.589, C8 1.570, H23 1.126, H24 1.129
8 C 5.8984 0.9861 -0.3616  C7 1.570, C9 1.463, C15 1.492
9 C 5.3316 2.0264 -1.2202  C8 1.463, C10 1.448, H25 1.110
10 C 3.8917 2.1677 -1.2853  C9 1.448, N11 1.362, H26 1.128
11 N 3.0424 1.3945 -0.5532  C10 1.362, C12 1.386, H27 1.023
12 C 3.5170 0.3908 0.2764  N11 1.386, P13 1.872, C15 1.440
13 P 2.3294 -0.6579 1.2742  C12 1.872, O14 1.506, H28 1.438, H29 1.433
14 O 1.7900 -1.6967 0.3270  P13 1.506
15 C 4.9295 0.1384 0.3920  C8 1.492, C12 1.440, H30 1.110
16 H 9.2320 -3.9197 1.2609  C1 1.116
17 H 7.6023 -3.0253 1.5174  C1 1.116
18 H 8.6639 -2.6137 0.1316  C1 1.129
19 H 9.3823 0.7199 2.6995  C5 1.123
20 H 9.7589 1.2374 1.0218  C5 1.124
21 H 7.2816 1.2257 1.8746  C6 1.131
22 H 7.2147 -0.5317 1.5650  C6 1.123
23 H 7.9179 1.7909 -0.4419  C7 1.126
24 H 7.8433 0.0302 -0.9962  C7 1.129
25 H 5.9838 2.6922 -1.8232  C9 1.110
26 H 3.4648 2.9606 -1.9654  C10 1.128
27 H 2.0271 1.5157 -0.5856  N11 1.023
28 H 1.2306 0.1800 1.6721  P13 1.438
29 H 2.9696 -1.2453 2.4142  P13 1.433
30 H 5.2459 -0.6901 1.0588  C15 1.110
31 C -3.2935 0.2885 0.9539  C32 1.502, H35 1.091, H36 1.092, H37 1.095
32 C -2.1300 -0.6492 1.1064  C31 1.502, O33 1.219, C34 1.506
33 O -1.2260 -0.4206 1.8917  C32 1.219
34 C -2.1240 -1.8871 0.2494  C32 1.506, H38 1.091, H39 1.092, H40 1.091
35 H -3.1663 1.1348 1.6309  C31 1.091
36 H -3.3392 0.6624 -0.0708  C31 1.092
37 H -4.2246 -0.2285 1.2069  C31 1.095
38 H -2.1175 -1.6084 -0.8058  C34 1.091
39 H -3.0019 -2.4966 0.4715  C34 1.092
40 H -1.2277 -2.4710 0.4627  C34 1.091
41 C -7.7935 1.0866 1.3500  C42 1.504, H45 1.090, H46 1.092, H47 1.088
42 C -7.1939 0.0886 0.3987  C41 1.504, O43 1.218, C44 1.505
43 O -6.1129 -0.4283 0.6200  C42 1.218
44 C -7.9834 -0.2463 -0.8380  C42 1.505, H48 1.088, H49 1.090, H50 1.092
45 H -7.1195 1.2319 2.1944  C41 1.090
46 H -7.9337 2.0440 0.8440  C41 1.092
47 H -8.7460 0.7169 1.7243  C41 1.088
48 H -8.1317 0.6503 -1.4367  C44 1.088
49 H -8.9457 -0.6744 -0.5592  C44 1.090
50 H -7.4320 -0.9780 -1.4315  C44 1.092
51 C 3.1546 2.2137 -6.0478  C52 1.505, H55 1.090, H56 1.091, H57 1.091
52 C 2.8034 3.3464 -5.1220  C51 1.505, O53 1.218, C54 1.504
53 O 2.8799 3.2222 -3.9131  C52 1.218
54 C 2.3541 4.6382 -5.7481  C52 1.504, H58 1.091, H59 1.091, H60 1.090
55 H 3.4607 1.3473 -5.4607  C51 1.090
56 H 2.2848 1.9406 -6.6477  C51 1.091
57 H 3.9815 2.5070 -6.6969  C51 1.091
58 H 1.4490 4.4716 -6.3347  C54 1.091
59 H 3.1458 5.0380 -6.3840  C54 1.091
60 H 2.1347 5.3634 -4.9644  C54 1.090
61 C -11.7546 3.2327 -1.6855  C62 1.507, H65 1.090, H66 1.092, H67 1.092
62 C -10.7826 2.1158 -1.9648  C61 1.507, O63 1.213, C64 1.508
63 O -10.3641 1.4060 -1.0748  C62 1.213
64 C -10.3512 1.9160 -3.3959  C62 1.508, H68 1.092, H69 1.091, H70 1.090
65 H -11.9762 3.2601 -0.6185  C61 1.090
66 H -11.3166 4.1892 -1.9772  C61 1.092
67 H -12.6840 3.0628 -2.2323  C61 1.092
68 H -9.8514 2.8145 -3.7628  C64 1.092
69 H -11.2187 1.6883 -4.0177  C64 1.091
70 H -9.6530 1.0802 -3.4502  C64 1.090
71 C 10.4261 -1.2572 -3.5752  C72 1.506, H75 1.091, H76 1.091, H77 1.091
72 C 9.0624 -0.8438 -4.0625  C71 1.506, O73 1.216, C74 1.505
73 O 8.2673 -0.2941 -3.3251  C72 1.216
74 C 8.7228 -1.1384 -5.4992  C72 1.505, H78 1.091, H79 1.091, H80 1.090
75 H 10.5336 -0.9840 -2.5248  C71 1.091
76 H 10.5430 -2.3382 -3.6697  C71 1.091
77 H 11.1982 -0.7442 -4.1512  C71 1.091
78 H 8.7647 -2.2142 -5.6782  C74 1.091
79 H 9.4201 -0.6202 -6.1599  C74 1.091
80 H 7.7128 -0.7873 -5.7114  C74 1.090
81 C -0.9172 -3.3544 3.4038  C82 1.507, H85 1.090, H86 1.091, H87 1.092
82 C -1.0311 -4.1157 4.6998  C81 1.507, O83 1.211, C84 1.508
83 O -1.9944 -4.8084 4.9417  C82 1.211
84 C 0.1038 -3.9798 5.6841  C82 1.508, H88 1.092, H89 1.092, H90 1.090
85 H -1.8010 -3.5447 2.7949  C81 1.090
86 H -0.8553 -2.2835 3.6048  C81 1.091
87 H -0.0343 -3.6864 2.8528  C81 1.092
88 H 0.2116 -2.9361 5.9862  C84 1.092
89 H 1.0316 -4.3390 5.2343  C84 1.092
90 H -0.1114 -4.5796 6.5685  C84 1.090
91 C -8.7931 -1.4179 4.3637  C92 1.508, H95 1.090, H96 1.092, H97 1.092
92 C -9.2531 -0.0269 4.7193  C91 1.508, O93 1.213, C94 1.507
93 O -9.2694 0.8622 3.8944  C92 1.213
94 C -9.6916 0.2141 6.1407  C92 1.507, H98 1.092, H99 1.092, H100 1.090
95 H -8.5076 -1.4471 3.3117  C91 1.090
96 H -7.9265 -1.6895 4.9692  C91 1.092
97 H -9.6034 -2.1309 4.5266  C91 1.092
98 H -8.8644 0.0143 6.8244  C94 1.092
99 H -10.5415 -0.4271 6.3816  C94 1.092
100 H -9.9953 1.2549 6.2533  C94 1.090

Kohn-Sham gap, eV: 6.44
Net charge: +1

***

Max |F| for the records above, in order: 5.29; 4.07; 3.42 eV/A
DFT total energy for the records above, in order: -37179.76494; -83196.28889; -64317.61786 eV